Model P:
One molecule with the formula C9H11NO3. Source: the OMol25 dataset; level of theory: wB97M-V/def2-TZVPD.

The geometry in XYZ format:
```
24
Properties=species:S:1:pos:R:3:lowdin_charge:R:1
C 0.31 -1.39 -2.83 -0.0359
O -0.35 -2.42 -2.08 -0.1831
C -1.24 -1.93 -1.20 -0.2807
C -0.59 -1.16 -0.11 -0.2184
C 0.48 -1.87 0.57 -0.1684
O 1.19 -1.29 1.40 0.0481
C -0.91 0.13 0.14 0.0413
C -0.34 0.98 1.33 0.0259
C -0.68 0.60 2.57 -0.3534
C -1.69 -0.38 2.79 -0.1364
N -2.62 -1.05 2.86 0.1913
O -0.15 1.03 3.71 -0.0588
C 1.01 1.90 3.73 -0.0020
H 0.57 -1.75 -3.85 0.1029
H 1.19 -1.17 -2.30 0.0780
H -0.43 -0.62 -2.93 0.0812
H -2.02 -1.34 -1.70 0.1218
H -1.83 -2.85 -0.75 0.1785
H 0.67 -2.81 0.08 0.1245
H -1.51 0.64 -0.60 0.1080
H 0.14 1.89 1.20 0.0892
H 1.87 1.37 3.51 0.0859
H 1.07 2.10 4.83 0.1169
H 0.80 2.77 3.31 0.0436
```

The structure (SMILES) is COC/C(C=O)=C/C=C(\C#N)OC.

---

Model Q:
One molecule with the formula C9H11NO3. Source: the OMol25 dataset; level of theory: wB97M-V/def2-TZVPD.

The geometry in XYZ format:
```
24
Properties=species:S:1:pos:R:3:lowdin_charge:R:1
C -3.15 1.65 -1.31 -0.1078
O -2.49 1.41 -0.12 -0.1625
N -1.25 1.96 -0.29 0.0012
C -0.19 1.38 0.45 -0.3729
O 0.51 2.12 1.10 0.1156
C 0.02 -0.04 0.25 -0.0803
C -0.62 -0.61 -0.80 0.0058
C -0.23 -1.92 -1.18 -0.0857
C 0.67 -2.69 -0.53 -0.0865
C 1.33 -2.11 0.55 0.0189
C 1.06 -0.75 0.91 -0.1794
O 1.68 -0.17 2.00 -0.0954
C 3.04 0.10 1.77 -0.0554
H -2.69 0.92 -2.06 0.0946
H -3.01 2.64 -1.73 0.0847
H -4.20 1.48 -1.17 0.0853
H -1.36 2.98 -0.16 0.1578
H -1.29 -0.02 -1.47 0.1046
H -0.68 -2.37 -2.05 0.1001
H 0.76 -3.74 -0.73 0.1088
H 1.98 -2.69 1.13 0.1027
H 3.21 0.39 0.79 0.0872
H 3.37 0.81 2.45 0.0722
H 3.54 -0.76 2.17 0.0863
```

The structure (SMILES) is CONC(=O)c1ccccc1OC.

---

Quick ranking, most stable first: model Q, model P.

---

Model P:
A 2-piece molecular cluster, C4H12N2 overall. Source: the OMol25 dataset; level of theory: wB97M-V/def2-TZVPD.

The geometry in XYZ format:
```
18
Properties=species:S:1:pos:R:3:lowdin_charge:R:1
C -1.86 0.33 1.20 -0.1202
C -3.20 0.37 0.41 -0.3409
N -3.82 1.70 0.49 -0.0153
H -1.28 1.14 0.78 0.0585
H -1.50 -0.68 0.99 0.0540
H -1.99 0.51 2.26 0.0652
H -3.93 -0.44 0.42 0.0965
H -2.91 0.24 -0.65 0.0962
H -3.80 2.07 1.43 0.0630
H -3.63 2.26 -0.31 0.0501
C 4.37 -1.06 -1.10 0.1781
C 3.23 -0.51 -0.56 -0.0991
N 2.05 -1.08 -0.58 0.2304
H 4.69 -1.22 -2.12 0.1127
H 5.33 -0.77 -0.64 0.1050
H 3.18 0.46 -0.06 0.1610
H 1.95 -2.02 -0.94 0.1587
H 1.21 -0.56 -0.35 0.1461
```

As for the spin multiplicity: 2. Its expectation value of S² is 0.759. Its charge is +1.

---

Model Q:
A 2-piece molecular cluster, C4H12N2 overall. Source: the OMol25 dataset; level of theory: wB97M-V/def2-TZVPD.

The geometry in XYZ format:
```
18
Properties=species:S:1:pos:R:3:lowdin_charge:R:1
C 1.88 -1.63 1.57 -0.1238
C 2.07 -0.50 0.62 -0.2498
C 3.22 -0.41 -0.04 0.0005
H 2.38 -2.59 1.42 0.0832
H 1.96 -1.27 2.60 0.0770
H 0.84 -1.94 1.47 0.0579
H 1.29 0.24 0.43 0.0547
H 3.47 0.45 -0.63 0.0508
H 4.03 -1.10 0.17 0.0675
N -3.45 0.90 -0.67 0.2010
C -2.26 1.41 -1.22 -0.2767
N -1.13 0.70 -0.58 0.2189
H -4.06 0.37 -1.28 0.1328
H -3.87 1.22 0.19 0.1358
H -2.15 1.04 -2.27 0.1528
H -2.13 2.48 -1.31 0.1434
H -0.95 0.92 0.41 0.1355
H -1.14 -0.28 -0.88 0.1384
```

As for the spin multiplicity: 2. Its expectation value of S² is 0.759. Its charge is +1.

---

Quick ranking, most stable first: model P, model Q.

---

Model P:
One molecule with the formula C3H2ClNOS. Source: the OMol25 dataset; level of theory: wB97M-V/def2-TZVPD.

The geometry in XYZ format:
```
9
Properties=species:S:1:pos:R:3:lowdin_charge:R:1
O -2.72 -0.02 0.98 -0.5378
S -2.14 -0.20 -0.31 0.8710
C -1.10 -1.81 -0.30 -0.1051
N -0.37 -0.77 -0.08 -0.3252
C 0.91 -0.31 -0.01 -0.2235
C 1.35 0.96 -0.10 -0.5139
Cl 0.22 2.23 -0.13 0.6717
H 1.51 -1.22 0.06 0.1279
H 2.34 1.13 -0.12 0.0350
```

The structure (SMILES) is O=S1#CN1/C=C\Cl.

---

Model Q:
One molecule with the formula C3H2ClNOS. Source: the OMol25 dataset; level of theory: wB97M-V/def2-TZVPD.

The geometry in XYZ format:
```
9
Properties=species:S:1:pos:R:3:lowdin_charge:R:1
H 0.18 1.23 -2.56 0.0777
N 0.44 0.76 -1.70 0.1607
C -0.31 0.61 -0.71 -0.6952
Cl -1.92 1.39 -0.37 0.5865
C 0.35 0.04 0.50 -0.5799
O 1.32 0.68 0.82 0.1338
C 0.08 -1.12 1.26 -0.5725
S -0.77 -2.31 0.59 0.8115
H 0.64 -1.27 2.18 0.0774
```

The structure (SMILES) is [H]/N=C(\Cl)C(=O)C=S.

---

Quick ranking, most stable first: model Q, model P.

---

Model P:
One molecule with the formula C2H2FN3O. Source: the OMol25 dataset; level of theory: wB97M-V/def2-TZVPD.

The geometry in XYZ format:
```
9
Properties=species:S:1:pos:R:3:lowdin_charge:R:1
H -3.01 -0.75 0.36 0.1646
N -2.32 -0.52 -0.64 0.0457
C -1.06 -0.13 -0.47 -0.4616
N 0.04 -0.46 -1.19 0.0512
N 1.17 -0.29 -0.57 0.1444
C 0.86 0.20 0.55 -0.3631
F 1.74 0.71 1.45 0.1294
O -0.47 0.47 0.62 0.1475
H 0.08 -0.91 -2.04 0.1418
```

The structure (SMILES) is [H]/N=c1/[nH]nc(F)o1.

---

Model Q:
One molecule with the formula C2H2FN3O. Source: the OMol25 dataset; level of theory: wB97M-V/def2-TZVPD.

The geometry in XYZ format:
```
9
Properties=species:S:1:pos:R:3:lowdin_charge:R:1
N -1.99 -0.33 0.02 0.1775
C -0.64 -0.34 -0.04 -0.3621
O 0.04 -1.45 -0.09 0.0309
N 1.49 -1.04 0.06 0.0758
N 1.52 0.24 0.09 0.0851
C 0.25 0.72 -0.07 -0.3092
F -0.03 2.01 -0.04 0.0968
H -2.43 0.29 0.63 0.0919
H -2.45 -1.22 -0.08 0.1132
```

The structure (SMILES) is Nc1onnc1F.

---

Quick ranking, most stable first: model Q, model P.

---

Model P:
A 2-piece molecular cluster, CH2N4 overall. Source: the OMol25 dataset; level of theory: wB97M-V/def2-TZVPD.

The geometry in XYZ format:
```
7
Properties=species:S:1:pos:R:3:lowdin_charge:R:1
C 0.31 -0.57 -1.69 -0.0633
N -0.09 0.96 0.10 0.1780
N -0.62 1.05 3.57 0.0069
N 0.09 0.23 -0.75 -0.2233
N -0.51 0.15 2.95 -0.0133
H 1.16 -1.21 -1.65 0.0573
H -0.35 -0.60 -2.53 0.0576
```

---

Model Q:
One molecule with the formula CH2N4. Source: the OMol25 dataset; level of theory: wB97M-V/def2-TZVPD.

The geometry in XYZ format:
```
7
Properties=species:S:1:pos:R:3:lowdin_charge:R:1
C 0.76 0.42 -0.03 -0.2156
N 1.18 -0.79 -0.04 0.0239
N 0.04 -1.52 0.03 -0.0625
N -1.08 -0.80 -0.01 -0.0165
N -0.59 0.36 0.03 -0.0809
H 1.24 1.33 0.19 0.0989
H -1.56 1.02 -0.18 0.2527
```

The structure (SMILES) is c1nnn[nH]1.

---

Model R:
CH2N4 as an isolated structure. Source: the OMol25 dataset; level of theory: wB97M-V/def2-TZVPD.

The geometry in XYZ format:
```
7
Properties=species:S:1:pos:R:3:lowdin_charge:R:1
C -0.17 -0.11 -0.11 0.1387
N -3.27 -0.05 0.14 -0.0127
N -2.36 -0.96 0.00 -0.0070
N -2.42 0.99 -0.13 -0.0419
N -1.42 0.11 -0.14 -0.2697
H 0.77 0.44 0.00 0.1064
H -0.02 -1.17 0.03 0.0862
```

---

Model S:
One molecule with the formula CH2N4. Source: the OMol25 dataset; level of theory: wB97M-V/def2-TZVPD.

The geometry in XYZ format:
```
7
Properties=species:S:1:pos:R:3:lowdin_charge:R:1
C 0.99 -0.37 -0.08 -0.2639
N 0.93 0.88 -0.09 -0.0299
N -0.25 1.29 -0.08 0.0048
N -1.05 0.10 -0.17 -0.0784
N -0.24 -0.87 -0.13 -0.0098
H 1.78 -1.04 0.14 0.0939
H -2.16 0.00 0.42 0.2833
```

The structure (SMILES) is c1nn[nH]n1.

---

Quick ranking, most stable first: model P, model Q, model S, model R.